Record 1
{
  "formula": "C3H4N2O",
  "method": "ωB97M-V/def2-TZVPD",
  "e_tot_ha": -301.3050,
  "molar_mass_g_mol": 84.078,
  "fmax_ev_per_a": 8.58,
  "e_above_lowest_kj_mol": 478.45,
  "species": ["O", "N", "C", "C", "C", "N", "H", "H", "H", "H"],
  "positions_angstrom": [[-2.03997, -0.13774, 0.09941], [-0.62587, -0.00710, -0.20707], [0.17661, 1.04332, 0.02044], [1.51630, 0.62599, -0.07074], [1.40074, -0.75320, 0.01008], [0.01872, -1.01828, 0.02378], [-2.49952, 0.83986, 0.06094], [-0.09316, 2.20691, 0.06749], [2.40848, 1.23405, 0.42150], [2.19210, -1.49787, 0.17907]],
  "forces_ev_per_angstrom": [[-0.298, 3.399, -0.573], [-2.117, 3.694, 2.024], [0.816, 6.390, -1.380], [0.563, 1.561, 3.099], [-2.868, -0.587, 0.163], [4.701, -7.131, -0.818], [2.143, -3.334, -0.060], [0.025, -3.033, -0.294], [-1.966, -1.158, -1.923], [-0.999, 0.200, -0.237]]
}

---

Record 2
{
  "formula": "C3H4N2O",
  "method": "ωB97M-V/def2-TZVPD",
  "e_tot_ha": -301.3169,
  "molar_mass_g_mol": 84.078,
  "fmax_ev_per_a": 1.53,
  "e_above_lowest_kj_mol": 447.12,
  "species": ["N", "C", "C", "O", "N", "C", "H", "H", "H", "H"],
  "positions_angstrom": [[1.75071, -0.28528, -0.44995], [0.49917, -0.19393, -0.21073], [-0.67278, -1.04660, -0.23910], [-1.65666, -0.41890, 0.35958], [-1.43444, 0.80161, 0.78159], [-0.07897, 1.08162, 0.35208], [0.56007, 1.43828, 1.16459], [2.05060, -1.18521, -0.81362], [-0.90267, -2.06113, -0.52952], [-0.11504, 1.86954, -0.41492]],
  "forces_ev_per_angstrom": [[-0.030, -0.196, -0.166], [-0.326, -0.088, 0.085], [1.105, -0.069, -0.216], [-1.251, -0.881, -0.010], [0.441, 0.862, 0.213], [0.260, 0.322, 0.060], [-0.261, 0.129, 0.036], [-0.232, -0.128, -0.050], [0.244, 0.124, -0.030], [0.049, -0.076, 0.077]]
}

---

Record 3
{
  "formula": "C3H4N2O",
  "method": "ωB97M-V/def2-TZVPD",
  "e_tot_ha": -301.2858,
  "molar_mass_g_mol": 84.078,
  "fmax_ev_per_a": 0.84,
  "e_above_lowest_kj_mol": 528.91,
  "species": ["C", "N", "O", "H", "C", "C", "N", "H", "H", "H"],
  "positions_angstrom": [[-1.19639, 1.46949, 0.15784], [-2.31906, 1.69898, 0.33203], [-3.48508, 1.95492, 0.51032], [-0.17464, 1.14956, 0.01831], [0.42223, -2.27132, -0.14597], [0.99539, -1.21302, -0.15831], [1.57484, 0.02725, -0.16566], [-0.07606, -3.21465, -0.13602], [2.06041, 0.22649, -1.03383], [2.19836, 0.17229, 0.62131]],
  "forces_ev_per_angstrom": [[-0.821, 0.134, 0.132], [0.733, -0.147, -0.113], [0.214, -0.025, -0.037], [-0.225, 0.058, 0.034], [0.244, 0.489, -0.004], [-0.220, -0.463, 0.002], [0.131, -0.173, -0.027], [0.081, 0.171, -0.001], [-0.059, -0.026, 0.091], [-0.077, -0.018, -0.078]]
}

---

Record 4
{
  "formula": "C3H4N2O",
  "method": "ωB97M-V/def2-TZVPD",
  "e_tot_ha": -301.4273,
  "molar_mass_g_mol": 84.078,
  "fmax_ev_per_a": 0.78,
  "e_above_lowest_kj_mol": 157.23,
  "species": ["O", "C", "C", "C", "N", "N", "H", "H", "H", "H"],
  "positions_angstrom": [[1.93412, 0.66729, -0.24465], [0.64844, 0.27072, -0.14434], [-0.00383, -0.92741, -0.24306], [-1.28743, -0.63987, 0.30968], [-1.46210, 0.63193, 0.56659], [-0.25578, 1.21634, 0.28526], [2.52340, -0.08306, -0.09539], [0.30143, -1.83246, -0.74822], [-2.04965, -1.35383, 0.59389], [-0.34859, 2.05035, -0.27976]],
  "forces_ev_per_angstrom": [[0.034, -0.122, -0.500], [-0.328, -0.033, 0.036], [0.125, -0.010, 0.176], [-0.151, -0.012, -0.009], [-0.094, -0.327, -0.262], [0.109, -0.044, -0.131], [-0.196, 0.083, -0.165], [0.277, -0.042, 0.564], [-0.050, 0.083, -0.299], [0.274, 0.425, 0.591]]
}

---

Record 5
{
  "formula": "C3H4N2O",
  "method": "ωB97M-V/def2-TZVPD",
  "e_tot_ha": -301.4392,
  "molar_mass_g_mol": 84.078,
  "fmax_ev_per_a": 1.01,
  "e_above_lowest_kj_mol": 126.20,
  "species": ["N", "C", "C", "C", "N", "O", "H", "H", "H", "H"],
  "positions_angstrom": [[0.11153, 1.10128, 2.47984], [0.25727, 0.46304, 1.46216], [0.52620, -0.16766, 0.33265], [-0.47651, 0.03790, -0.72409], [-0.16009, -0.45955, -1.95738], [-1.48177, 0.70253, -0.52664], [0.11455, 0.59102, 3.35799], [1.51635, -0.60579, 0.23408], [-0.90793, -0.41967, -2.63237], [0.48914, -1.22387, -2.03402]],
  "forces_ev_per_angstrom": [[0.907, -0.318, -0.315], [0.316, 0.102, 0.697], [-0.091, 0.278, 0.124], [-0.195, 0.075, -0.032], [-0.130, -0.170, -0.075], [0.117, -0.276, -0.155], [-0.801, 0.061, 0.038], [-0.201, 0.214, -0.263], [0.079, -0.019, -0.007], [-0.002, 0.052, -0.011]]
}

---

Record 6
{
  "formula": "C3H4N2O",
  "method": "ωB97M-V/def2-TZVPD",
  "e_tot_ha": -301.3387,
  "molar_mass_g_mol": 84.078,
  "fmax_ev_per_a": 2.75,
  "e_above_lowest_kj_mol": 389.90,
  "species": ["O", "C", "C", "C", "N", "N", "H", "H", "H", "H"],
  "positions_angstrom": [[-1.57450, 0.74168, -0.02246], [-0.74062, -0.30728, 0.54199], [0.37139, 0.46927, 0.87096], [1.35087, 0.14637, -0.04124], [0.99004, -0.92850, -0.76221], [-0.26285, -1.18742, -0.42645], [-1.99925, 1.20650, 0.69704], [0.29303, 1.29281, 1.56572], [2.26803, 0.67143, -0.25696], [-0.62615, -2.08627, -0.72008]],
  "forces_ev_per_angstrom": [[-2.415, -1.304, 0.086], [0.952, 1.559, -1.046], [1.168, -0.307, 0.444], [0.610, -0.311, 0.522], [0.089, -0.270, 0.300], [-0.024, 0.215, -0.253], [-0.439, 0.064, 0.259], [0.161, 0.178, -0.373], [0.182, -0.333, 0.138], [-0.284, 0.510, -0.077]]
}

---

Record 7
{
  "formula": "C3H4N2O",
  "method": "ωB97M-V/def2-TZVPD",
  "e_tot_ha": -301.4414,
  "molar_mass_g_mol": 84.078,
  "fmax_ev_per_a": 0.67,
  "e_above_lowest_kj_mol": 120.29,
  "species": ["C", "C", "N", "C", "N", "O", "H", "H", "H", "H"],
  "positions_angstrom": [[-2.45148, 0.24842, 0.32550], [-1.14128, 0.21379, 0.31392], [0.07277, 0.24691, 0.46432], [1.08582, -0.54908, -0.14572], [2.16829, 0.19856, -0.50341], [1.01125, -1.75433, -0.24651], [-2.99704, 1.07148, -0.11084], [-3.00468, -0.55658, 0.79708], [2.23974, 1.15677, -0.19529], [3.02273, -0.30591, -0.69277]],
  "forces_ev_per_angstrom": [[0.281, -0.024, -0.039], [0.352, -0.082, 0.220], [-0.611, -0.110, 0.107], [0.009, -0.325, -0.129], [0.029, -0.046, 0.057], [-0.014, 0.667, 0.014], [0.084, -0.063, -0.190], [0.175, 0.115, 0.018], [-0.076, -0.234, -0.020], [-0.228, 0.102, -0.037]]
}

---

Record 8
{
  "formula": "C3H4N2O",
  "method": "ωB97M-V/def2-TZVPD",
  "e_tot_ha": -301.4089,
  "molar_mass_g_mol": 84.078,
  "fmax_ev_per_a": 1.10,
  "e_above_lowest_kj_mol": 205.60,
  "species": ["C", "C", "O", "H", "H", "N", "C", "N", "H", "H"],
  "positions_angstrom": [[0.43662, -1.41052, 0.68707], [-0.66081, -0.84360, 1.12818], [-1.63154, -0.36030, 1.56630], [1.15825, -1.76099, 1.40804], [0.64619, -1.47202, -0.37243], [1.90084, 1.40907, -0.65171], [0.76029, 1.22425, -0.76428], [-0.55607, 0.97345, -0.85297], [-1.16482, 1.65485, -0.42596], [-0.88894, 0.58581, -1.72223]],
  "forces_ev_per_angstrom": [[-0.172, -0.052, 0.101], [-0.503, 0.038, 0.433], [0.796, -0.409, -0.347], [-0.035, -0.055, 0.024], [-0.073, 0.046, 0.211], [-1.075, -0.187, -0.135], [0.917, 0.320, -0.047], [0.086, 0.184, -0.168], [-0.001, -0.022, -0.041], [0.059, 0.137, -0.031]]
}

---

Record 9
{
  "formula": "C3H4N2O",
  "method": "ωB97M-V/def2-TZVPD",
  "e_tot_ha": -301.2867,
  "molar_mass_g_mol": 84.078,
  "fmax_ev_per_a": 0.48,
  "e_above_lowest_kj_mol": 526.46,
  "species": ["O", "C", "C", "C", "N", "N", "H", "H", "H", "H"],
  "positions_angstrom": [[0.15948, -1.60004, -0.14575], [0.07239, -0.47515, 1.01823], [-0.82312, -0.10759, -0.07732], [-0.26933, 0.99173, -0.79642], [0.89676, 1.29643, -0.27143], [1.15186, 0.40505, 0.67977], [-0.54182, -2.22356, 0.07622], [-1.81402, -0.52357, -0.21140], [-0.67980, 1.54974, -1.62654], [1.84760, 0.68697, 1.35463]],
  "forces_ev_per_angstrom": [[-0.018, -0.091, -0.377], [0.039, 0.411, -0.243], [-0.185, 0.198, 0.073], [0.063, 0.038, 0.013], [-0.283, -0.180, -0.069], [-0.034, -0.012, 0.411], [0.233, -0.258, 0.229], [0.110, 0.170, 0.003], [0.117, -0.118, 0.102], [-0.041, -0.158, -0.142]]
}

---

Record 10
{
  "formula": "C3H4N2O",
  "method": "ωB97M-V/def2-TZVPD",
  "e_tot_ha": -301.3155,
  "molar_mass_g_mol": 84.078,
  "fmax_ev_per_a": 1.78,
  "e_above_lowest_kj_mol": 450.94,
  "species": ["O", "C", "C", "N", "N", "C", "H", "H", "H", "H"],
  "positions_angstrom": [[-1.05252, 1.25147, -0.29478], [-0.33257, 0.07656, -0.93015], [-0.72663, -1.15905, -0.25532], [0.02537, -1.45016, 0.77002], [0.94501, -0.41007, 0.83675], [0.79635, 0.43080, -0.16184], [-0.91434, 2.01033, -0.86134], [-1.49405, -1.87813, -0.53457], [1.36739, -0.20007, 1.72862], [1.38599, 1.32833, -0.29739]],
  "forces_ev_per_angstrom": [[-1.320, 0.240, -1.168], [0.220, 0.411, 1.131], [-0.051, -0.070, 0.248], [-0.023, -0.181, -0.327], [0.339, -0.027, -0.064], [0.890, -0.628, 0.280], [-0.339, 0.256, -0.436], [0.008, 0.392, 0.133], [0.390, -0.377, -0.212], [-0.114, -0.016, 0.416]]
}